{"formula": "C4H9OPS", "method": "wB97M-V/def2-TZVPD", "elements": ["S", "P", "O", "C", "C", "C", "C", "H", "H", "H", "H", "H", "H", "H", "H", "H"], "positions_angstrom": [[-1.1269, -0.2476, -2.2607], [-1.5585, -1.9102, -1.2525], [-1.2590, -1.5932, 0.3259], [1.5945, 0.7240, -0.0620], [-0.0694, -0.9950, 0.7083], [-0.8770, 1.4217, 0.5556], [0.1896, 0.4062, 0.3344], [-1.0167, 1.6550, 1.6106], [-0.2389, -2.3736, -1.5445], [1.9643, 0.0048, -0.8206], [1.7711, 1.7389, -0.4335], [-0.4778, 2.3348, 0.0716], [2.2044, 0.6128, 0.8374], [-0.0366, -1.2907, 1.7237], [0.8006, -1.6412, 0.1934], [-1.8637, 1.1534, 0.0128]], "forces_ev_per_a": [[-0.040, 1.258, 0.041], [0.750, -0.426, -0.150], [-1.980, 0.064, -0.114], [0.060, -0.039, -0.093], [2.911, -2.058, -2.125], [-0.158, 0.646, -1.653], [-1.050, -0.407, -0.968], [-0.262, -0.190, 0.162], [-0.099, -0.736, 0.210], [-0.183, 0.342, 0.513], [-0.368, -0.166, 0.076], [-0.594, -0.161, 0.295], [0.346, -0.079, 0.053], [0.493, 0.501, 1.546], [-1.386, 1.171, 1.009], [1.561, 0.279, 1.198]], "lumo_ev": [-0.26, -1.79], "largest_force_ev_per_a": 4.15, "total_charge": 0, "multiplicity": 1, "e_above_lowest_kj_mol": 323.0}